Entry 1:
{"formula": "C5H8F2O", "method": "the ωB97M-V functional and the def2-TZVPD basis", "orbital_gap_ev": 10.374, "smiles": "C[C@H](O)/C=C(/F)CF", "e_homo_ev": -9.65, "e_above_lowest_kcal_mol": 88.4, "lumo_ev": 0.7, "species": ["F", "F", "O", "C", "C", "C", "C", "C", "H", "H", "H", "H", "H", "H", "H", "H"], "coordinates": [[2.39, -1.54, 0.15], [1.18, 1.71, -0.68], [-2.12, -0.81, -0.84], [1.37, -0.57, -0.01], [0.22, -1.13, -0.16], [2.03, 0.79, -0.27], [-1.51, 0.66, 0.90], [-1.03, -0.17, -0.29], [-2.33, 1.30, 0.54], [-1.98, -1.62, -1.42], [2.26, 0.94, 1.02], [-0.86, 0.60, -0.96], [-0.84, 1.36, 1.12], [-2.03, 0.15, 1.76], [3.00, 0.36, -1.08], [0.27, -2.04, 0.24]], "lowdin_charge": [-0.039, 0.011, -0.062, -0.284, 0.057, -0.197, -0.024, -0.418, 0.093, 0.139, 0.204, 0.096, 0.019, 0.103, 0.215, 0.087]}

---

Entry 2:
{"formula": "C5H8F4NO2P", "method": "the ωB97M-V functional and the def2-TZVPD basis", "orbital_gap_ev": 7.489, "smiles": "CP(C)NC(=O)OC(F)(F)C(F)F", "e_homo_ev": -7.85, "lumo_ev": -0.4, "species": ["P", "F", "F", "F", "F", "O", "O", "N", "C", "C", "C", "C", "C", "H", "H", "H", "H", "H", "H", "H", "H"], "coordinates": [[1.75, -0.15, -0.55], [-1.90, -0.54, 1.78], [-2.61, 1.12, -1.53], [-3.98, -1.17, 0.82], [-2.20, 1.92, 0.80], [-0.34, -0.93, -2.09], [-2.03, -1.53, -0.50], [0.54, -1.28, 0.16], [-0.63, -1.23, -0.80], [-2.90, 0.92, -0.09], [3.51, -0.63, 0.03], [1.27, 1.59, 0.16], [-2.62, -0.60, 0.47], [4.10, 0.25, 0.57], [0.15, 1.78, -0.20], [3.51, -1.59, 0.71], [1.92, 2.46, -0.34], [1.38, 1.63, 1.34], [4.16, -0.91, -0.93], [-4.06, 1.15, 0.05], [0.97, -2.24, 0.14]], "lowdin_charge": [0.846, 0.011, -0.008, 0.004, -0.049, -0.053, 0.056, -0.165, -0.330, -0.048, -0.346, -0.313, -0.205, 0.055, 0.034, 0.040, 0.063, 0.059, 0.052, 0.194, 0.103]}

---

Entry 3:
{"formula": "C5H8FHgO4", "method": "the ωB97M-V functional and the def2-TZVPD basis", "multiplicity": 2, "orbital_gap_ev": [8.847, 8.411], "s_squared": 0.7533, "e_homo_ev": [-8.29, -9.94], "e_above_lowest_kcal_mol": 51.9, "lumo_ev": [0.6, -1.5], "species": ["Hg", "F", "O", "O", "O", "O", "C", "C", "C", "C", "C", "H", "H", "H", "H", "H", "H", "H", "H"], "coordinates": [[0.90, -2.02, -0.43], [3.69, -0.90, -0.15], [-1.23, 0.91, 0.16], [0.13, 2.21, -1.04], [0.80, 0.21, -0.72], [1.73, -1.21, 1.05], [-0.17, 1.09, -0.60], [2.66, -0.34, 0.76], [2.08, 0.85, -0.02], [-2.65, -1.04, 0.28], [-2.37, 0.27, -0.43], [2.06, 1.65, 0.74], [-3.19, 0.98, -0.28], [-2.20, 0.12, -1.50], [-2.56, -0.92, 1.37], [-3.69, -1.34, 0.06], [-1.99, -1.84, -0.07], [3.27, 0.02, 1.61], [2.71, 1.28, -0.80]], "lowdin_charge": [1.025, -0.108, 0.032, 0.117, -0.174, -0.382, -0.631, -0.512, 0.015, -0.078, -0.205, 0.143, 0.129, 0.136, 0.091, 0.084, 0.030, 0.155, 0.133]}

---

Result set for electronic energy: -470.129887 -1141.173157 -749.418588 Ha, one per record in the order listed.
Result set for maximum force: 6.13 9.29 6.50 eV/A, one per record in the order listed.